The following is a DFT calculation (ωB97M-V with the def2-TZVPD basis set) of a structure of composition C32H14F8N2RuS3Sb at a distorted geometry.

```
61
Properties=species:S:1:pos:R:3:forces:R:3:mulliken_spin:R:1
Ru 0.547200 0.565700 -0.806300 -2.3257 -0.2764 -0.4827 3.462
F -1.598000 -1.611700 5.672700 0.0433 -0.0200 -0.1420 0.001
C -1.328700 -1.627300 4.368100 0.0947 0.0141 -0.4188 0.018
C -0.499200 -0.663000 3.804200 -0.0792 -0.1158 -0.1067 -0.004
F 0.056900 0.288600 4.555700 -0.0673 -0.0282 0.0818 0.000
C -0.245900 -0.696900 2.444600 -0.1544 -0.3254 -0.2181 0.019
F 0.565800 0.261000 1.918300 -0.3555 0.0470 0.4701 -0.002
C -0.774800 -1.661400 1.583800 0.0804 0.1802 0.7788 0.000
S -0.428700 -1.707500 -0.111000 0.1984 0.5775 -0.9299 0.335
C -1.603500 -2.625600 2.180000 0.3060 0.4685 0.0598 -0.017
F -2.145500 -3.579500 1.427400 -0.0261 -0.0347 0.0791 0.000
C -1.873900 -2.609500 3.541400 0.0898 0.1357 0.0355 -0.009
F -2.663700 -3.542300 4.070300 0.0048 0.0272 0.0113 0.000
S -0.336700 0.472800 -3.082800 0.6740 -0.2220 0.6627 0.494
C -1.780000 1.417800 -3.061400 -0.3086 0.3871 0.3137 -0.002
C -2.492100 1.519400 -4.253100 -0.0994 0.0849 0.1356 0.016
C -3.600000 2.345500 -4.347100 0.4443 0.0173 0.8285 -0.004
C -4.284600 2.441100 -5.579500 -0.2115 0.0354 -0.3994 -0.003
N -4.808000 2.492400 -6.597300 -0.2081 0.0331 -0.3477 0.000
C -4.007100 3.094100 -3.221000 0.7203 -0.7160 -0.0802 0.019
C -3.324300 2.959400 -2.020700 -0.0940 -0.0403 -0.1726 -0.009
C -2.214100 2.124000 -1.919400 0.1521 -0.1864 -0.4076 -0.011
S -1.384100 2.039400 -0.396800 0.5653 -0.2619 0.2329 0.468
C -5.101700 3.980100 -3.333300 -0.3667 0.2684 0.0384 -0.005
N -5.983600 4.703600 -3.437400 -0.3274 0.2755 -0.0011 0.010
H -2.153100 0.953700 -5.108100 -0.0707 0.0161 -0.1140 -0.007
H -3.644900 3.510800 -1.150100 -0.0672 0.0925 0.0172 -0.013
F 9.179200 0.106100 1.023600 -0.0991 -0.0341 -0.0193 0.000
C 7.859600 -0.059200 0.824000 -0.2381 -0.0257 -0.0052 -0.003
C 7.032200 -0.260900 1.914500 0.3375 0.0711 -0.0153 0.005
C 5.676000 -0.418500 1.698100 -0.0806 -0.0197 -0.0328 -0.014
C 5.158900 -0.375200 0.414400 -0.6378 -0.1130 -0.1400 0.074
C 6.003900 -0.183900 -0.667300 0.0652 -0.0099 -0.0209 -0.013
C 7.364300 -0.025200 -0.468800 0.2077 0.0547 0.0063 0.004
Sb 3.020000 -0.591900 0.161200 1.4314 -0.3197 -0.0929 0.049
C 2.777100 1.511100 -0.496700 -0.3007 -0.5838 0.1212 0.197
C 3.264200 1.992700 -1.714600 0.0552 0.3044 -0.1602 -0.079
C 3.011300 3.290800 -2.125900 0.0279 0.0073 0.0493 0.068
C 2.241200 4.111500 -1.316200 -0.0103 -0.0623 0.2248 -0.011
F 1.975800 5.362800 -1.720100 0.0344 -0.2735 0.0653 0.001
C 1.768700 3.685600 -0.087900 0.0999 0.2351 -0.1376 0.070
C 2.042600 2.385300 0.328400 0.4005 0.2316 -0.0203 -0.134
C 3.183600 -1.482200 -1.816300 -0.1836 0.5073 0.6264 -0.055
C 3.853400 -2.688700 -1.984300 -0.0291 0.2027 0.1127 -0.012
C 3.977000 -3.244100 -3.243900 -0.0018 -0.0859 -0.1819 0.004
C 3.409900 -2.591000 -4.325300 0.0105 0.1411 0.1189 0.006
F 3.554700 -3.115900 -5.552000 -0.0120 -0.0458 0.0145 0.000
C 2.714100 -1.406500 -4.182700 -0.0167 -0.1965 -0.1551 0.011
C 2.601800 -0.867300 -2.914800 0.1027 0.0597 0.1020 0.040
H 7.447100 -0.291900 2.908300 0.1105 0.0049 0.1217 0.001
H 5.014000 -0.581000 2.536300 0.0022 -0.0098 0.1640 0.001
H 5.606900 -0.170600 -1.675000 0.0554 -0.0134 -0.0333 0.001
H 8.035900 0.123800 -1.300900 0.0965 0.0157 -0.0235 0.001
H 3.876200 1.359100 -2.342700 -0.0892 -0.0238 -0.0466 -0.002
H 3.396100 3.671600 -3.059900 0.0172 0.0258 -0.0694 0.001
H 1.204000 4.367300 0.529200 -0.0427 0.0405 0.0584 0.007
H 1.798600 2.106800 1.348300 -0.2421 -0.1039 -0.1418 0.011
H 4.293900 -3.181800 -1.127800 0.0891 -0.1082 -0.0231 0.001
H 4.511300 -4.166500 -3.402600 0.0491 -0.1355 -0.0321 0.001
H 2.272100 -0.919900 -5.037100 -0.0467 0.0045 -0.1448 0.000
H 2.073600 0.076100 -2.799000 0.2263 -0.1755 -0.2141 0.016
```
Forces are in eV/Å.

Results
**HOMO-LUMO gap (spin up / spin down)**: 7.74 / 5.37 eV
**ΔE to the lowest compared entry with this formula, charge and spin**: 29.2 kcal/mol
**Spin multiplicity**: 6



The following is a DFT calculation (ωB97M-V with the def2-TZVPD basis set) of a structure of composition C32H16CoN8Se4.

```
61
Properties=species:S:1:pos:R:3:forces:R:3:lowdin_charge:R:1
Co 0.188195 0.030991 0.313973 0.0886 -0.0245 0.0259 0.318
C 6.606294 -0.136573 -0.609292 0.0459 -0.0255 -0.0134 -0.099
C 6.406113 -1.522468 -0.691936 0.0341 -0.0020 -0.0005 -0.099
C 5.163964 -2.081709 -0.455512 -0.0423 -0.0115 0.0530 -0.023
C 4.118101 -1.222373 -0.135300 0.1244 0.1302 -0.0460 -0.111
C 2.708664 -1.440941 0.128464 -0.0803 -0.0296 0.2009 -0.303
N 2.078188 -0.245075 0.327229 -0.0151 0.0131 -0.3159 0.059
C 3.023683 0.732011 0.257974 -0.1045 0.0472 0.2310 -0.296
N 2.855339 2.017143 0.517645 -0.0440 -0.0162 -0.0239 0.207
C 1.658085 2.520638 0.691598 -0.0260 -0.0328 -0.1689 -0.267
C 1.439059 3.920614 1.033567 -0.0814 0.0655 0.0393 -0.108
C 2.304243 4.947677 1.380487 -0.0203 0.0201 -0.0241 -0.021
C 1.747420 6.183523 1.671204 0.0534 0.0058 0.0048 -0.098
C 0.364633 6.386944 1.612587 -0.0511 0.0182 -0.0043 -0.098
C -0.496966 5.359779 1.259861 0.0282 0.0064 -0.0289 -0.021
C 0.063271 4.123824 0.972818 0.1034 0.0441 0.0395 -0.108
C -0.519962 2.843175 0.594064 -0.0301 -0.0277 -0.1924 -0.267
N -1.796817 2.708542 0.311171 0.0660 -0.0136 -0.0089 0.206
C -2.306584 1.523599 0.040313 0.0457 0.0006 0.2360 -0.269
N -1.693590 0.317378 0.189891 0.0276 -0.0393 -0.3243 0.082
C -2.635406 -0.650923 -0.013664 0.0280 0.0110 0.1867 -0.329
N -2.486752 -1.948256 0.154040 0.0929 0.0050 -0.0037 0.194
C -1.299671 -2.475251 0.371565 0.0124 0.0536 -0.1468 -0.307
N -0.088014 -1.840620 0.313716 -0.0305 -0.0755 0.2053 0.067
C 0.883691 -2.805175 0.393876 -0.0130 0.0836 -0.1236 -0.276
N 2.177372 -2.642622 0.234813 -0.0362 0.0211 -0.0242 0.206
C 0.272869 -4.110557 0.583636 -0.1115 -0.0469 0.0327 -0.109
C 0.807072 -5.379834 0.760437 -0.0207 -0.0113 -0.0239 -0.022
C -0.078979 -6.429909 0.934702 0.0432 -0.0263 0.0052 -0.099
C -1.463398 -6.219544 0.929571 -0.0490 0.0014 0.0003 -0.099
C -1.995141 -4.953389 0.748150 0.0247 -0.0262 -0.0290 -0.021
C -1.105133 -3.901750 0.576500 0.0840 -0.0602 0.0298 -0.109
C -3.904428 -0.042311 -0.380661 -0.0246 0.1324 -0.0807 -0.110
C -5.128062 -0.575237 -0.765854 0.0227 -0.0015 0.0503 -0.018
C -6.129008 0.311205 -1.123495 -0.0301 -0.0183 0.0019 -0.095
C -5.916349 1.695593 -1.096296 -0.0500 0.0065 -0.0178 -0.096
C -4.698196 2.225600 -0.710422 0.0376 0.0094 0.0744 -0.020
C -3.693455 1.335835 -0.352960 -0.1001 -0.1334 -0.0832 -0.105
N 0.455881 1.896665 0.481082 0.0461 0.0445 0.2805 0.090
C 4.317920 0.156975 -0.051467 0.0948 -0.1834 -0.0899 -0.109
C 5.568536 0.718004 -0.288397 -0.0509 0.0316 0.0615 -0.022
H 7.591908 0.265767 -0.809281 -0.0031 0.0049 0.0071 0.092
H 7.241339 -2.161398 -0.951733 -0.0001 0.0009 0.0018 0.092
H 5.000140 -3.149509 -0.520782 -0.0092 0.0002 -0.0061 0.107
H 3.372649 4.781395 1.422153 0.0011 -0.0103 0.0001 0.108
H 2.391654 7.008175 1.951119 -0.0053 0.0018 -0.0019 0.092
H -0.036395 7.365123 1.848719 0.0055 0.0002 -0.0026 0.092
H -1.567900 5.505819 1.208156 -0.0024 -0.0013 0.0025 0.108
H 1.878306 -5.533058 0.761190 0.0030 0.0063 0.0043 0.108
H 0.301617 -7.433612 1.080463 -0.0019 0.0019 -0.0042 0.092
H -2.126361 -7.064362 1.071474 0.0023 0.0007 -0.0032 0.092
H -3.063238 -4.780038 0.739652 -0.0011 0.0063 -0.0009 0.108
H -5.280154 -1.646252 -0.793924 0.0076 -0.0033 -0.0063 0.109
H -7.092472 -0.068216 -1.441271 -0.0001 0.0004 0.0043 0.093
H -6.719770 2.357737 -1.395226 0.0013 0.0030 0.0092 0.093
H -4.520792 3.292926 -0.694300 0.0046 0.0030 -0.0046 0.108
H 5.712222 1.788917 -0.227350 -0.0070 0.0020 -0.0054 0.108
Se 1.109667 -0.055823 -2.789914 0.1167 0.1687 0.2695 0.039
Se 1.045529 1.170051 -4.579989 0.0987 0.0768 -0.1888 0.027
Se -1.800382 -0.494777 -4.719653 -0.1434 0.0367 -0.1364 0.006
Se -0.912996 -1.170611 -2.851958 -0.1593 -0.2448 0.0771 0.030
```
Forces are in eV/Å.

Results
**HOMO-LUMO gap (spin up / spin down)**: 3.94 / 3.93 eV
**ΔE to the lowest compared entry with this formula, charge and spin**: 0.0 kcal/mol
**Net charge**: -1



The following is a DFT calculation (ωB97M-V with the def2-TZVPD basis set) of a structure of composition C32H16N8RhS3Sb.

```
61
Properties=species:S:1:pos:R:3:forces:R:3:mulliken_spin:R:1
Rh -0.028326 -0.055351 -0.063298 0.5473 0.2708 0.0513 0.906
C -0.734494 0.135417 6.473861 -0.0162 0.0009 0.0099 0.005
C 0.430629 -0.625189 6.473314 0.0125 -0.0147 0.0048 0.005
C 1.094956 -0.922566 5.285196 -0.0164 0.0217 -0.0123 0.005
C 0.547053 -0.440552 4.116349 0.0222 -0.0043 -0.0091 0.061
C 0.965227 -0.581473 2.700786 0.0038 -0.0445 0.0737 0.084
N 2.068914 -1.171032 2.342969 -0.0123 0.0682 -0.0361 -0.003
C 2.461111 -1.291105 1.051563 -0.0156 -0.1052 0.0295 0.267
C 3.727752 -1.861851 0.645090 -0.0117 -0.0149 -0.0340 0.082
C 4.805428 -2.363714 1.363382 0.0012 0.0001 -0.0031 0.019
C 5.881584 -2.865011 0.650431 0.0007 -0.0013 0.0097 0.031
C 5.884814 -2.868021 -0.751874 0.0022 -0.0029 -0.0086 0.026
C 4.811861 -2.370691 -1.472186 0.0017 -0.0016 0.0032 0.026
C 3.730122 -1.866314 -0.761077 -0.0040 -0.0157 0.0358 0.081
C 2.465531 -1.297429 -1.172991 -0.0181 -0.0834 -0.0136 0.281
N 2.080028 -1.170105 -2.469422 -0.0169 0.0561 0.0314 -0.002
C 0.984903 -0.568348 -2.828510 0.0280 -0.0073 -0.0799 0.079
N 0.041882 0.041208 -2.057768 -0.0682 -0.0264 0.1353 -0.022
C -0.884440 0.674598 -2.830365 0.0234 0.0030 -0.0772 0.079
N -1.864137 1.448886 -2.471137 0.0055 0.0108 0.0404 -0.005
C -2.141060 1.745549 -1.176014 -0.0568 -0.0111 -0.0336 0.281
N -1.552567 1.243229 -0.063844 -0.0144 -0.3891 0.0073 -0.120
C -2.150075 1.734957 1.048945 -0.0663 -0.0429 0.0117 0.274
N -1.891359 1.422025 2.340848 0.0069 0.0200 -0.0302 0.003
C -0.912044 0.645777 2.701312 0.0116 -0.0502 0.0734 0.068
N 0.034726 0.044518 1.929371 -0.0443 0.0193 -0.1483 0.003
C -0.616436 0.319050 4.116865 0.0041 0.0070 -0.0086 0.026
C -1.276031 0.624907 5.287047 0.0180 -0.0020 -0.0068 0.024
C -3.190032 2.653220 0.638101 0.0007 0.0045 -0.0250 0.071
C -4.093248 3.429319 1.353448 -0.0019 0.0020 -0.0040 0.018
C -4.983037 4.211986 0.637386 -0.0044 0.0001 0.0193 0.032
C -4.976312 4.220156 -0.764924 -0.0009 0.0005 -0.0167 0.026
C -4.080571 3.445383 -1.481960 -0.0085 0.0032 0.0011 0.024
C -3.184298 2.659866 -0.767417 0.0081 -0.0008 0.0289 0.074
C -0.562091 0.386640 -4.249779 -0.0030 -0.0102 0.0163 0.034
C -1.186554 0.744808 -5.425529 0.0203 -0.0053 -0.0061 0.020
C -0.618165 0.296749 -6.616129 -0.0181 0.0075 -0.0063 0.005
C 0.540516 -0.474197 -6.614597 0.0168 -0.0144 -0.0022 0.006
C 1.169975 -0.823850 -5.421757 -0.0166 0.0233 0.0036 0.020
C 0.594688 -0.384431 -4.248420 0.0116 -0.0073 0.0108 0.031
N 1.762990 -0.969320 -0.063830 -0.1398 0.2280 -0.0223 -0.112
H -1.231990 0.341155 7.413521 0.0041 0.0042 0.0002 0.000
H 0.820401 -0.997988 7.412352 0.0019 0.0044 0.0005 0.001
H 1.998817 -1.516627 5.266438 -0.0030 -0.0083 0.0049 0.002
H 4.790809 -2.363973 2.445444 -0.0019 -0.0020 0.0003 0.007
H 6.734724 -3.268452 1.181738 0.0033 0.0038 -0.0026 0.004
H 6.740686 -3.273366 -1.277399 0.0036 0.0044 0.0022 0.004
H 4.803731 -2.375909 -2.554366 -0.0031 -0.0014 -0.0003 0.007
H -2.185068 1.211137 5.272815 -0.0023 -0.0010 -0.0059 0.003
H -4.096187 3.410631 2.435432 0.0032 -0.0013 0.0001 0.007
H -5.701574 4.826490 1.165682 0.0007 -0.0006 -0.0015 0.004
H -5.689440 4.841468 -1.292677 0.0009 -0.0010 0.0007 0.004
H -4.074148 3.440828 -2.564133 0.0030 -0.0028 0.0001 0.007
H -2.085795 1.346165 -5.413232 -0.0025 -0.0016 0.0086 0.003
H -1.085768 0.548252 -7.559968 0.0040 0.0035 0.0004 0.001
H 0.955305 -0.809034 -7.557216 0.0020 0.0040 0.0004 0.001
H 2.072988 -1.419367 -5.403440 -0.0022 -0.0078 -0.0028 0.003
S -1.997178 -3.028268 3.027051 0.0735 -0.0011 -0.2397 0.889
Sb -2.511486 -3.612577 0.721707 -0.1691 -0.2191 0.2887 -0.096
S -3.068880 -1.529097 -0.207539 -0.0434 0.1979 -0.1109 0.729
S -0.349358 -2.929168 0.104326 -0.0647 0.1340 0.0431 0.610
```
Forces are in eV/Å.

Results
**HOMO-LUMO gap (spin up / spin down)**: 4.88 / 5.01 eV
**ΔE to the lowest compared entry with this formula, charge and spin**: 0.0 kcal/mol
**Net charge**: -1
**Spin multiplicity**: 6



Q: Which of these has the highest ΔE to the lowest compared entry with this formula, charge and spin?
A: C32H14F8N2RuS3Sb